[1]
# C9H20BrN

A 2-piece molecular cluster, C9H20BrN overall at a distorted geometry (the ωB97M-V functional and the def2-TZVPD basis, the OMol25 dataset).

Maximum force = 1.26 eV/A
Net charge = 0
E_HOMO = -7.012 eV
Orbital gap = 7.13 eV

Last column: Löwdin charge in e.
CARTESIAN COORDINATES (ANGSTROEM)
C (-2.15639, 1.45005, 2.26780)  -0.11
C (-2.01879, 1.78839, 0.77603)  -0.24
C (-1.16988, 0.80715, -0.04054)  -0.18
C (0.18020, 0.57177, 0.60956)  -0.14
N (1.00936, -0.54239, 0.00436)  -0.27
C (0.36163, -1.89541, 0.06797)  -0.10
C (-0.32420, -2.15738, -1.27060)  -0.14
C (0.28652, -1.14519, -2.26264)  -0.13
C (1.24485, -0.26929, -1.45339)  -0.13
C (2.31014, -0.53061, 0.72337)  0.00
H (-1.24575, 1.69289, 2.81060)  0.07
H (-2.37573, 0.38724, 2.40838)  0.07
H (-2.98691, 2.03068, 2.66358)  0.07
H (-1.50607, 2.75565, 0.73033)  0.12
H (-2.98937, 1.91772, 0.30218)  0.11
H (-0.97847, 1.26994, -1.01171)  0.12
H (-1.77339, -0.08585, -0.22450)  0.11
H (0.14744, 0.41749, 1.68503)  0.12
H (0.76505, 1.46983, 0.35924)  0.05
H (1.13196, -2.63351, 0.29408)  0.13
H (-0.30960, -1.90927, 0.92611)  0.13
H (-0.29888, -3.16938, -1.65982)  0.11
H (-1.36961, -1.87982, -1.14158)  0.09
H (0.85600, -1.61813, -3.06403)  0.11
H (-0.45632, -0.55459, -2.79642)  0.11
H (2.26930, -0.57383, -1.64263)  0.13
H (1.11422, 0.78886, -1.62945)  0.03
H (2.72893, 0.47238, 0.62157)  0.09
H (2.98600, -1.26559, 0.29423)  0.11
H (2.14176, -0.77568, 1.77085)  0.11
Br (2.42601, 3.18588, -1.11792)  -0.58

[2]
# C60H167N13O17

A 17-piece molecular cluster, C60H167N13O17 overall at a distorted geometry (the ωB97M-V functional and the def2-TZVPD basis, the OMol25 dataset).

Maximum force = 3.26 eV/A
Net charge = 0
E_HOMO = -8.324 eV
Orbital gap = 8.60 eV

Last column: Löwdin charge in e.
CARTESIAN COORDINATES (ANGSTROEM)
C (-4.20761, 7.43221, 5.16404)  -0.06
C (-4.67697, 6.04133, 5.44154)  -0.47
C (-3.80160, 5.03167, 4.69499)  -0.19
O (-3.97405, 5.24575, 3.27061)  -0.18
C (-3.49052, 4.13704, 2.51967)  -0.10
N (-4.52711, 5.70813, 6.82455)  0.02
H (-4.15423, 7.69994, 4.10878)  0.08
H (-3.22910, 7.55332, 5.62874)  0.09
H (-4.84512, 8.25397, 5.49020)  0.08
H (-5.73490, 5.88793, 5.22857)  0.14
H (-4.12821, 4.03547, 4.99336)  0.10
H (-2.75666, 5.08894, 4.99985)  0.12
H (-2.41650, 3.97188, 2.60503)  0.07
H (-3.57348, 4.42915, 1.47282)  0.09
H (-4.10296, 3.26260, 2.73958)  0.07
H (-5.17967, 6.32301, 7.28952)  0.08
H (-4.93862, 4.81128, 7.03997)  0.07
C (1.59538, 4.63327, 1.13984)  -0.04
C (0.11180, 5.04431, 1.28768)  -0.39
C (-0.20137, 6.55628, 1.21364)  -0.20
O (0.35097, 7.34017, 2.26245)  -0.18
C (-0.48162, 7.35377, 3.42102)  -0.10
N (-0.58626, 4.27949, 0.22757)  0.05
H (1.93373, 4.91070, 0.14151)  0.07
H (1.76673, 3.55913, 1.21026)  0.06
H (2.24201, 5.08595, 1.89154)  0.07
H (-0.29031, 4.75824, 2.25957)  0.10
H (-1.28495, 6.63595, 1.12649)  0.12
H (0.17950, 6.94770, 0.27033)  0.12
H (-1.40669, 7.86193, 3.14879)  0.08
H (0.06709, 7.98063, 4.12393)  0.09
H (-0.70477, 6.37598, 3.84790)  0.07
H (-0.30093, 4.64099, -0.67133)  0.01
H (-0.23697, 3.34246, 0.36916)  0.01
C (1.83970, -1.25564, -9.27719)  -0.06
C (3.13059, -1.69534, -8.52805)  -0.42
C (3.00058, -1.43268, -6.99275)  -0.20
O (3.04825, -0.03913, -6.76744)  -0.16
C (2.57821, 0.24705, -5.43684)  -0.09
N (3.37835, -3.08979, -8.82024)  0.01
H (0.97843, -1.76519, -8.84512)  0.08
H (1.86829, -1.40354, -10.35673)  0.07
H (1.78115, -0.18133, -9.10245)  0.07
H (3.93292, -1.15288, -9.02813)  0.13
H (3.84193, -1.89610, -6.47752)  0.11
H (2.17392, -1.99581, -6.55959)  0.12
H (2.47651, 1.33162, -5.39864)  0.08
H (3.22924, -0.05742, -4.61736)  0.06
H (1.64603, -0.23028, -5.13468)  0.07
H (3.64718, -3.18932, -9.78869)  0.07
H (4.25718, -3.36377, -8.40465)  0.06
C (4.59651, -3.09273, -3.52835)  -0.06
C (3.80879, -4.42488, -3.36686)  -0.39
C (4.67499, -5.66417, -3.11643)  -0.22
O (5.63609, -5.77060, -4.12084)  -0.17
C (6.51587, -6.88017, -3.94714)  -0.11
N (2.86635, -4.22573, -2.28478)  0.05
H (5.24522, -3.20378, -4.39722)  0.07
H (5.30530, -2.96294, -2.71049)  0.06
H (3.99276, -2.18762, -3.59426)  0.06
H (3.31887, -4.49153, -4.33828)  0.14
H (4.07787, -6.57273, -3.03846)  0.13
H (5.14839, -5.53368, -2.14331)  0.11
H (6.15923, -7.89208, -3.75492)  0.08
H (7.34507, -6.63186, -3.28468)  0.09
H (6.93473, -7.09882, -4.92941)  0.08
H (3.40785, -4.13035, -1.43755)  0.03
H (2.34659, -5.08660, -2.19079)  0.09
C (2.52604, 0.64531, 3.30575)  -0.02
C (1.39276, 0.81789, 4.37652)  -0.40
C (1.18535, 2.30873, 4.66163)  -0.19
O (2.43849, 2.68362, 5.15276)  -0.20
C (2.57734, 4.08109, 5.37587)  -0.08
N (0.19203, 0.34903, 3.77200)  0.07
H (3.40685, 1.14330, 3.71105)  0.08
H (2.27181, 1.05707, 2.32906)  0.07
H (2.74111, -0.40457, 3.10674)  0.05
H (1.63150, 0.32231, 5.31753)  0.13
H (0.51732, 2.31821, 5.52288)  0.12
H (0.90019, 2.94653, 3.82497)  0.13
H (1.89140, 4.73860, 4.84178)  0.08
H (3.61340, 4.40234, 5.26873)  0.09
H (2.39838, 4.21469, 6.44275)  0.08
H (-0.55510, 0.42637, 4.44722)  0.04
H (0.25864, -0.64670, 3.61650)  0.08
C (-0.87567, -3.43112, 0.98977)  -0.04
C (-1.61757, -4.55192, 1.76466)  -0.40
C (-0.80887, -5.90894, 1.77332)  -0.14
O (-0.81486, -6.66387, 0.53746)  -0.20
C (-2.02018, -6.71125, -0.21736)  -0.11
N (-1.78516, -4.05495, 3.10230)  0.04
H (-1.36221, -2.45848, 1.06286)  0.05
H (-0.90473, -3.76777, -0.04654)  0.05
H (0.16006, -3.33024, 1.31412)  0.08
H (-2.61289, -4.60966, 1.32407)  0.11
H (-1.22146, -6.55765, 2.54601)  0.11
H (0.25041, -5.83235, 2.01862)  0.11
H (-2.83762, -7.16217, 0.34527)  0.09
H (-1.92167, -7.39730, -1.05863)  0.09
H (-2.37908, -5.74189, -0.56323)  0.06
H (-0.83485, -3.91863, 3.41604)  0.03
H (-2.22063, -3.15763, 2.94328)  0.00
C (3.92371, -1.72016, -0.05507)  -0.04
C (5.04179, -2.73210, 0.40113)  -0.36
C (5.54047, -2.50697, 1.83987)  -0.18
O (6.73317, -3.29292, 1.99446)  -0.18
C (7.43539, -3.15531, 3.17431)  -0.14
N (4.40858, -4.07282, 0.30938)  0.03
H (3.73302, -1.85849, -1.11931)  0.05
H (4.24871, -0.68675, 0.06551)  0.07
H (2.98402, -1.75060, 0.49642)  0.06
H (5.87241, -2.65945, -0.30093)  0.13
H (4.75689, -2.78744, 2.54375)  0.12
H (5.69853, -1.43732, 1.97767)  0.12
H (6.87886, -2.94313, 4.08719)  0.09
H (8.19207, -2.37735, 3.07262)  0.08
H (8.09707, -4.01761, 3.25632)  0.09
H (3.92809, -4.45433, 1.11167)  0.08
H (5.25186, -4.61971, 0.40864)  0.07
C (0.96010, 4.38885, -4.77537)  -0.07
C (0.30895, 4.07802, -3.47434)  -0.43
C (1.06476, 2.94375, -2.70054)  -0.14
O (2.42313, 3.39615, -2.36891)  -0.18
C (3.04973, 2.36652, -1.65745)  -0.12
N (0.48402, 5.14642, -2.55026)  0.04
H (0.92613, 3.51101, -5.42062)  0.08
H (1.96665, 4.80573, -4.74094)  0.08
H (0.52440, 5.29759, -5.19066)  0.08
H (-0.71446, 3.81849, -3.74522)  0.11
H (1.01270, 2.03847, -3.30541)  0.11
H (0.55200, 2.64022, -1.78783)  0.10
H (2.57429, 2.08250, -0.71863)  0.08
H (4.07257, 2.65834, -1.41924)  0.08
H (3.18053, 1.45206, -2.23603)  0.08
H (0.55408, 6.04468, -3.00667)  0.09
H (1.41152, 4.97253, -2.19025)  0.06
C (-1.85096, -1.91647, 7.00191)  -0.05
C (-1.30528, -0.56242, 7.36978)  -0.45
C (-2.12553, 0.58491, 6.74877)  -0.16
O (-2.13751, 0.45841, 5.33719)  -0.26
C (-2.74242, 1.55010, 4.70563)  -0.11
N (-1.24055, -0.50636, 8.81350)  0.04
H (-2.77329, -2.06821, 7.56258)  0.09
H (-1.19828, -2.77427, 7.16406)  0.07
H (-2.13314, -1.93953, 5.94932)  0.07
H (-0.27076, -0.45930, 7.04233)  0.12
H (-1.58501, 1.48963, 7.02702)  0.12
H (-3.13228, 0.65339, 7.16094)  0.14
H (-3.01179, 1.43063, 3.65623)  0.08
H (-2.00888, 2.35271, 4.78205)  0.09
H (-3.63946, 1.89312, 5.22115)  0.09
H (-0.78757, 0.30173, 9.21586)  0.08
H (-0.64367, -1.30332, 8.98290)  0.07
C (-4.68604, -2.61634, 3.80061)  -0.05
C (-4.17994, -1.79490, 2.63766)  -0.42
C (-5.09391, -0.62831, 2.25748)  -0.21
O (-4.51894, 0.10811, 1.20981)  -0.20
C (-5.33141, 1.16597, 0.73177)  -0.08
N (-2.87380, -1.29987, 3.03705)  0.07
H (-4.16527, -3.56650, 3.91934)  0.07
H (-5.68202, -3.02944, 3.64102)  0.08
H (-4.78094, -2.03819, 4.71976)  0.08
H (-4.11239, -2.39781, 1.73210)  0.12
H (-5.21838, 0.01739, 3.12678)  0.13
H (-6.06750, -1.03043, 1.97723)  0.13
H (-6.34468, 0.81755, 0.53181)  0.09
H (-4.86819, 1.53731, -0.18236)  0.07
H (-5.41556, 1.95524, 1.47882)  0.08
H (-2.97707, -0.70391, 3.84592)  0.04
H (-2.61932, -0.68603, 2.27644)  0.06
C (-7.21107, -4.96066, -0.64476)  -0.08
C (-6.29397, -4.24706, -1.63765)  -0.41
C (-5.13662, -3.63269, -0.88394)  -0.17
O (-4.38360, -2.91091, -1.89683)  -0.19
C (-3.68431, -1.76940, -1.50843)  -0.12
N (-5.89069, -5.24069, -2.70364)  0.05
H (-7.68268, -4.24445, 0.02808)  0.07
H (-6.69626, -5.72533, -0.06307)  0.08
H (-7.98308, -5.53294, -1.15914)  0.07
H (-6.80774, -3.41681, -2.12222)  0.13
H (-4.45406, -4.33551, -0.40620)  0.11
H (-5.48001, -2.97461, -0.08575)  0.11
H (-3.11938, -1.52876, -2.40902)  0.08
H (-2.91908, -1.87909, -0.73999)  0.07
H (-4.29712, -0.90118, -1.26604)  0.07
H (-4.93157, -5.00336, -2.91307)  0.05
H (-6.36167, -5.11730, -3.58853)  0.06
C (6.49802, -0.21446, -4.98900)  -0.03
C (7.05516, 0.41293, -3.64967)  -0.40
C (6.00921, 0.78292, -2.52084)  -0.20
O (6.63802, 1.34205, -1.40024)  -0.19
C (7.18285, 2.62684, -1.64089)  -0.11
N (8.09973, -0.43765, -3.16599)  0.04
H (5.92872, -1.12064, -4.78206)  0.04
H (7.22019, -0.50071, -5.75362)  0.07
H (5.91020, 0.53338, -5.52128)  0.07
H (7.59039, 1.32065, -3.92836)  0.12
H (5.47250, -0.07010, -2.10562)  0.11
H (5.18903, 1.41858, -2.85449)  0.09
H (7.33364, 3.09428, -0.66783)  0.09
H (6.45148, 3.22470, -2.18472)  0.09
H (8.10211, 2.66800, -2.22515)  0.08
H (8.60620, -0.06541, -2.37541)  0.07
H (7.62287, -1.27543, -2.86462)  0.07
C (-6.26946, 1.61094, -2.95795)  -0.06
C (-6.08131, 3.01119, -2.33291)  -0.42
C (-4.57844, 3.53329, -2.37913)  -0.18
O (-4.52255, 4.82653, -1.79334)  -0.20
C (-3.25335, 5.41975, -2.04970)  -0.10
N (-6.96982, 3.87680, -3.10047)  0.03
H (-5.90645, 1.53914, -3.98322)  0.07
H (-7.33469, 1.37986, -2.95769)  0.07
H (-5.70199, 0.88495, -2.37571)  0.05
H (-6.42275, 3.05207, -1.29857)  0.12
H (-4.32397, 3.62087, -3.43539)  0.12
H (-3.92105, 2.83170, -1.86563)  0.11
H (-3.41215, 6.35876, -1.51947)  0.09
H (-3.08006, 5.67231, -3.09579)  0.09
H (-2.41541, 4.95322, -1.53171)  0.06
H (-7.92265, 3.60680, -2.90219)  0.07
H (-6.81783, 4.76870, -2.65157)  0.06
C (-1.76725, 1.56737, -4.75877)  -0.09
C (-2.79338, 0.57741, -5.22098)  -0.33
O (-2.94585, 0.97374, -6.54176)  -0.06
H (-0.81926, 1.33166, -5.24235)  0.07
H (-1.63653, 1.65906, -3.68053)  0.07
H (-1.90397, 2.58272, -5.13089)  0.08
H (-3.73890, 0.57099, -4.67872)  0.10
H (-2.44747, -0.45576, -5.18938)  0.10
H (-3.60998, 0.41692, -6.95467)  0.09
C (-0.61493, -3.18116, -2.58277)  -0.08
C (0.20056, -2.47777, -3.72961)  -0.27
O (1.36183, -1.95916, -3.09903)  -0.13
H (-0.00878, -3.93214, -2.07612)  0.06
H (-1.43383, -3.72882, -3.04923)  0.07
H (-0.95979, -2.47330, -1.82905)  0.03
H (-0.33974, -1.69648, -4.26417)  0.09
H (0.45952, -3.26950, -4.43261)  0.10
H (1.88833, -2.69146, -2.77020)  0.00
C (0.50066, -0.37682, 0.09088)  -0.07
C (-0.70163, 0.58321, 0.14302)  -0.26
O (-0.40312, 1.57385, 1.12583)  -0.12
H (0.66206, -0.89972, 1.03356)  0.05
H (1.40277, 0.20193, -0.10748)  0.05
H (0.39157, -1.10124, -0.71621)  0.06
H (-1.55617, -0.00244, 0.48194)  0.08
H (-0.95091, 0.99312, -0.83571)  0.11
H (-0.17800, 1.25870, 2.00424)  0.03
C (2.42297, -2.67097, 5.55124)  -0.07
C (1.06108, -3.17843, 5.17740)  -0.34
O (1.01576, -3.94730, 4.00586)  -0.08
H (2.87255, -1.93565, 4.88396)  0.06
H (3.07739, -3.54238, 5.57353)  0.08
H (2.25863, -2.14692, 6.49276)  0.08
H (0.33155, -2.37868, 5.04977)  0.09
H (0.57285, -3.60440, 6.05392)  0.11
H (1.34649, -4.81840, 4.23695)  0.10

[3]
# C24H42Cl3GaN4O3SSi

C24H42Cl3GaN4O3SSi as an isolated structure at a distorted geometry (the ωB97M-V functional and the def2-TZVPD basis, the OMol25 dataset).

Maximum force = 3.47 eV/A
Net charge = 0
E_HOMO (alpha / beta) = -7.344 / -6.470 eV
Orbital gap (alpha / beta) = 7.11 / 5.99 eV

Last column: Löwdin charge in e.
CARTESIAN COORDINATES (ANGSTROEM)
C (1.17033, -2.78299, -3.95880)  -0.03
C (-0.08122, -2.29890, -3.30668)  -0.26
H (0.92535, -3.41333, -4.81650)  0.07
H (1.81502, -3.36741, -3.29431)  0.08
H (1.76742, -1.93695, -4.33141)  0.09
C (-1.27127, -2.91416, -3.48009)  -0.12
C (-1.49667, -4.05110, -4.41899)  -0.11
H (-2.16064, -2.52084, -3.06944)  0.06
H (-1.03873, -4.97562, -4.06459)  0.07
H (-1.16536, -3.85610, -5.44642)  0.08
H (-2.58329, -4.22201, -4.45222)  0.07
Ga (1.42583, 2.47359, 0.91651)  -0.65
Cl (3.53471, 2.82729, 0.32705)  0.23
Cl (1.24643, 0.26651, 1.53494)  0.24
H (1.36827, 3.46042, 5.52520)  0.11
H (4.87346, 3.63774, 4.97033)  0.10
C (1.95150, 2.58653, 5.20156)  0.00
C (4.39194, 2.71404, 4.62961)  -0.02
N (3.00762, 2.96830, 4.26494)  -0.14
H (1.26860, 1.84447, 4.76778)  0.10
C (2.75989, 3.60210, 3.13232)  -0.28
O (1.62775, 3.56588, 2.52762)  -0.19
H (4.93411, 2.34500, 3.75002)  0.10
H (3.60494, 4.14168, 2.67935)  0.13
H (2.45215, 2.16306, 6.07245)  0.09
H (4.40494, 1.97237, 5.42774)  0.09
H (-0.44122, -4.16684, -0.01432)  0.10
H (-2.59538, -4.05586, -1.35969)  0.07
C (-0.83804, -3.56857, 0.81209)  -0.07
C (-2.99069, -3.93566, -0.33992)  -0.06
N (-2.12462, -3.03463, 0.41622)  -0.21
H (-0.16132, -2.73391, 1.02916)  0.05
C (-2.66308, -1.99197, 1.14690)  -0.32
O (-2.05315, -1.37435, 2.02338)  0.00
H (-3.99725, -3.50222, -0.39799)  0.09
H (-3.69151, -1.74575, 0.82056)  0.12
H (-0.93814, -4.21032, 1.70220)  0.10
H (-3.03695, -4.93089, 0.13007)  0.09
O (0.55502, -1.79360, -1.51809)  -0.18
C (0.04004, -0.98112, -2.52488)  -0.32
C (-2.38112, -0.72162, -1.76690)  -0.06
C (-1.26812, -0.16560, -2.38854)  -0.15
H (-2.27070, -1.69627, -1.28861)  0.07
C (-3.64809, -0.11340, -1.80807)  -0.07
H (0.84130, -0.33187, -2.91368)  0.14
C (-1.45451, 1.05760, -3.05506)  -0.08
H (-4.50995, -0.63377, -1.39885)  0.09
C (-3.78943, 1.16720, -2.35329)  -0.12
C (-2.66617, 1.75826, -2.93860)  -0.10
H (-0.64684, 1.47449, -3.65238)  0.11
H (-4.75758, 1.66821, -2.34593)  0.10
H (-2.75713, 2.77119, -3.33824)  0.10
Si (2.72195, -1.65614, 0.08868)  0.71
Cl (0.41315, 2.73519, -0.89341)  0.33
C (2.58904, -2.78624, 1.64721)  -0.23
C (4.17491, -0.54951, 0.88005)  -0.29
C (4.00484, -2.50982, -1.06986)  -0.24
H (1.58577, -3.19113, 1.80524)  -0.01
H (2.85449, -2.25923, 2.57720)  0.02
H (3.26234, -3.65780, 1.58918)  0.04
H (3.78182, -3.57101, -1.23710)  0.02
H (5.03662, -2.47330, -0.66353)  0.03
H (4.04317, -2.00933, -2.03782)  0.01
H (4.03884, 0.51421, 0.65343)  -0.10
H (5.17373, -0.80873, 0.50529)  0.01
H (4.24648, -0.62481, 1.97940)  0.02
C (-3.88418, 2.95750, 0.89424)  -0.01
N (-2.84749, 3.98954, 0.91799)  -0.12
C (-2.94146, 5.19493, 0.27377)  -0.07
C (-1.71272, 5.75510, 0.26632)  -0.07
N (-0.88051, 4.90595, 0.99177)  0.04
C (-1.57778, 3.80177, 1.41672)  -0.76
S (-1.02684, 2.45945, 2.26244)  0.67
H (-4.22387, 2.82308, -0.13784)  0.08
H (-3.47666, 2.02061, 1.27546)  0.06
H (-4.73640, 3.29365, 1.50169)  0.10
H (-3.88347, 5.53359, -0.12184)  0.12
H (-1.35040, 6.65566, -0.18785)  0.11
H (0.12617, 5.01854, 1.05765)  0.12

no.,energy (Eh)
1,-2983.66266
2,-4376.70543
3,-5377.47602